Computed, not measured: 14 unconnected molecules or ions with the total composition C37H102O14 in a non-equilibrium geometry, with ωB97M-V with the def2-TZVPD basis set.

- 2S+1 = 1
- total charge = 0
- energy relative to the best compared isomer or geometry (same formula, charge and spin) (eV) = 2.685
- LUMO energy (eV) = 0.23
- Kohn-Sham gap (eV) = 9.46
- strongest force on any atom (eV/A) = 3.4

```
153
Properties=species:S:1:pos:R:3:forces:R:3:lowdin_charge:R:1
C -4.23545 -4.28369 -0.74874 -0.559 0.496 -0.338 -0.065
C -3.09647 -3.45077 -1.38711 0.094 -1.621 2.183 -0.355
O -3.13435 -3.42590 -2.74090 -1.350 0.366 -1.628 -0.062
H -5.24130 -3.88073 -0.86706 0.036 0.693 -0.201 0.062
H -4.12372 -4.37573 0.33161 0.365 -0.124 0.006 0.052
H -4.37889 -5.26474 -1.20159 0.704 -0.177 0.011 0.072
H -2.17924 -3.98003 -1.12887 0.358 -0.094 0.586 0.095
H -2.99859 -2.47341 -0.91459 -0.339 0.409 0.092 0.087
H -2.25391 -3.18431 -3.03763 0.570 -0.066 -0.631 0.024
C -2.35512 0.11411 -3.48147 0.643 -0.380 1.473 -0.051
C -1.98058 0.27192 -4.91550 -2.693 1.405 -0.333 -0.342
O -1.02668 -0.60826 -5.29865 2.656 -1.589 -0.436 -0.072
H -1.45454 0.08149 -2.86829 0.328 0.188 -0.021 0.066
H -2.83988 -0.83064 -3.23541 -0.342 -0.049 -0.383 0.074
H -2.93205 0.93490 -3.05538 -0.209 0.061 -0.406 0.068
H -1.69985 1.30270 -5.13177 0.118 0.166 0.063 0.112
H -2.84032 0.01295 -5.53348 -0.617 0.585 -0.051 0.120
H -0.58288 -0.30182 -6.09284 0.007 -0.118 -0.021 0.116
C 1.59668 5.59501 -0.75685 0.845 -0.800 0.589 -0.068
C 0.71657 4.36911 -0.66605 -0.818 0.007 -0.575 -0.305
O 1.45932 3.16041 -0.38137 0.374 1.676 -0.400 -0.089
H 2.19652 5.51817 0.15001 0.308 0.744 -0.007 0.070
H 1.06452 6.54316 -0.83376 -0.250 -0.225 0.311 0.078
H 2.26273 5.54599 -1.61828 0.106 -0.167 0.007 0.073
H 0.18719 4.34558 -1.61857 -0.158 -0.763 -0.294 0.085
H -0.07928 4.52206 0.06289 0.103 -0.059 0.379 0.104
H 0.84369 2.43805 -0.23718 -0.623 -0.434 -0.104 0.043
C 1.29725 1.62815 -3.92281 -0.832 -0.193 -0.589 -0.075
C 2.13860 2.84356 -3.81071 0.517 0.675 -0.499 -0.320
O 2.98357 2.84203 -2.70641 1.298 -0.177 0.087 -0.083
H 1.84847 0.69766 -4.05862 0.229 0.057 0.710 0.067
H 0.76847 1.69075 -4.87391 -0.537 0.210 0.001 0.069
H 0.59226 1.64430 -3.09165 -0.127 -0.672 -0.022 0.075
H 1.54911 3.75815 -3.74632 -0.487 0.048 -0.304 0.108
H 2.74635 2.92765 -4.71163 0.297 0.155 0.056 0.120
H 2.49505 2.98283 -1.89208 -0.512 -0.067 0.644 0.047
C -2.64588 4.28904 -3.01807 0.197 0.123 0.090 -0.088
C -3.14308 5.61941 -2.50071 -0.622 0.004 -1.264 -0.342
O -2.17066 6.25527 -1.72697 0.435 0.263 0.828 -0.068
H -2.39114 3.71875 -2.12478 0.118 -0.492 -0.277 0.060
H -1.75568 4.44700 -3.62691 0.220 -0.070 0.118 0.073
H -3.35201 3.76818 -3.66474 -0.238 -0.055 0.263 0.076
H -4.06802 5.48276 -1.94043 0.128 0.129 0.334 0.109
H -3.37504 6.28653 -3.33093 -0.378 -0.046 -0.234 0.111
H -1.58652 6.70665 -2.34068 0.165 0.057 0.152 0.088
C 1.41458 0.31683 6.66906 -0.397 -1.543 -0.659 -0.030
C 1.87884 -0.86565 5.70501 -2.996 0.321 1.649 -0.456
C 0.69288 -1.30755 4.74409 1.097 0.141 1.176 -0.022
O 2.98688 -0.52068 4.99314 1.351 0.827 -1.071 -0.050
H 2.17789 0.74114 7.32130 0.340 -0.129 -0.309 0.077
H 0.67061 -0.11841 7.33627 -0.159 0.085 0.047 0.073
H 0.91765 1.10517 6.10366 0.183 0.090 -0.061 0.056
H 2.13803 -1.72348 6.32554 -0.055 -0.162 0.168 0.129
H -0.07227 -1.88953 5.25784 -0.043 0.241 0.349 0.069
H 1.10178 -2.01218 4.01994 0.038 0.344 -0.417 0.059
H 0.22332 -0.42026 4.31943 0.090 -0.172 -0.375 0.057
H 3.21855 0.38464 5.21297 0.222 0.045 -0.220 0.108
C -4.86914 0.21400 -0.48544 -0.102 1.403 0.333 -0.028
C -4.62302 1.75086 -0.62252 -1.223 -1.129 0.851 -0.436
C -5.71324 2.59004 0.12072 0.984 -0.584 -0.214 -0.034
O -3.35792 1.97459 0.01695 0.134 -0.133 -0.277 -0.077
H -4.04811 -0.32142 -0.96223 -0.197 -0.178 0.061 0.052
H -5.84370 -0.06884 -0.88334 0.156 0.000 -0.374 0.087
H -4.92511 0.00730 0.58332 0.317 -0.223 0.029 0.064
H -4.57831 1.96736 -1.68986 0.112 0.459 -0.040 0.112
H -5.80222 2.21590 1.14063 0.180 -0.008 0.102 0.080
H -6.72539 2.56500 -0.28304 0.250 0.017 -0.439 0.081
H -5.33067 3.60956 0.16890 -0.358 0.244 -0.009 0.068
H -3.26246 2.89033 0.28883 -0.186 0.233 -0.034 0.091
C 3.42424 -0.39285 1.88917 -0.007 0.951 -0.195 -0.068
C 4.32270 -1.59014 1.94456 -0.293 -0.707 0.981 -0.478
C 5.76390 -1.22768 1.63505 0.090 -0.517 -0.160 -0.039
O 4.22914 -2.23415 3.23042 0.494 -0.105 -0.426 -0.060
H 2.41394 -0.53345 2.27338 -0.085 -0.417 -0.181 0.060
H 3.38481 -0.03754 0.85946 -0.146 0.149 -0.009 0.062
H 3.82989 0.42171 2.48921 0.196 0.079 0.037 0.083
H 3.94770 -2.34526 1.25372 0.189 0.018 -0.505 0.117
H 6.15410 -0.44502 2.28566 -0.210 0.131 -0.022 0.086
H 5.85249 -0.93621 0.58848 0.006 0.259 0.004 0.059
H 6.41388 -2.09332 1.76267 -0.083 -0.129 0.076 0.081
H 3.53692 -1.80246 3.73646 0.147 0.277 0.197 0.022
C -1.00738 -4.67361 1.81021 0.103 0.328 -0.097 -0.040
C 0.15807 -4.58886 0.83923 -0.467 0.341 -0.361 -0.526
C 1.41508 -3.92100 1.31477 0.589 0.067 -0.058 -0.051
O 0.48290 -5.89688 0.45270 0.887 -1.177 -0.068 -0.041
H -0.69533 -5.11275 2.75777 0.135 0.025 0.029 0.089
H -1.74739 -5.34390 1.37295 -0.267 0.116 0.046 0.072
H -1.46150 -3.70118 2.00060 -0.067 0.054 0.017 0.057
H -0.08951 -4.09614 -0.10100 -0.726 0.575 0.084 0.109
H 2.06559 -3.79682 0.44903 0.254 -0.286 0.008 0.080
H 1.92395 -4.53679 2.05636 0.045 0.131 0.101 0.097
H 1.30024 -2.89888 1.67557 -0.416 -0.088 0.305 0.058
H -0.28276 -6.29546 0.03258 -0.049 -0.017 -0.024 0.087
C 1.38322 5.37651 3.28074 -1.045 -1.859 0.268 -0.035
C 0.95258 4.09512 4.12471 1.764 0.702 -0.817 -0.456
C 1.06030 2.75286 3.38099 -1.091 0.401 -0.460 -0.042
O 1.80601 4.02870 5.24806 0.050 -0.365 0.746 -0.063
H 1.35372 6.26872 3.90619 -0.380 0.011 -0.084 0.069
H 0.60941 5.33822 2.51402 0.152 0.923 -0.393 0.061
H 2.37475 5.34017 2.82945 -0.048 -0.454 0.070 0.076
H -0.06852 4.26900 4.46416 -0.268 -0.146 -0.137 0.129
H 0.38516 2.77957 2.52567 0.108 0.329 -0.435 0.062
H 0.60797 1.92035 3.91990 0.403 0.075 0.620 0.053
H 2.04006 2.46904 2.99677 0.122 0.289 0.295 0.087
H 1.58885 4.79669 5.78157 0.238 0.033 0.243 0.083
C 6.70550 -0.28475 -2.55532 -0.764 -0.303 -0.918 -0.047
C 5.34396 0.44728 -2.75999 0.940 -1.206 1.229 -0.468
C 4.16994 -0.39000 -2.20058 -0.856 0.546 0.119 -0.040
O 5.43007 1.66991 -2.08874 0.285 0.227 0.454 -0.050
H 7.04061 -0.39193 -1.52366 -0.283 0.439 0.072 0.067
H 7.49359 0.15262 -3.16829 0.018 0.270 0.212 0.070
H 6.58852 -1.30211 -2.92869 -0.010 -0.179 -0.076 0.068
H 5.20361 0.68224 -3.81507 -0.115 -0.506 -0.350 0.131
H 4.13548 -0.52608 -1.11966 1.103 -0.261 0.171 0.055
H 3.96264 -1.35261 -2.66801 0.358 0.003 -0.194 0.066
H 3.24381 0.18278 -2.24872 -0.151 0.249 -0.739 0.045
H 4.59315 2.10325 -2.27141 -0.386 0.606 0.021 0.033
C 0.32033 -3.85268 -5.74093 0.570 0.592 -0.142 -0.044
C 0.41432 -3.56565 -4.25443 0.705 1.585 0.690 -0.415
C 1.51941 -2.54180 -3.78395 1.224 -1.433 -0.946 -0.038
O -0.74963 -2.87521 -3.84492 -1.281 -1.094 0.861 -0.096
H 0.33880 -2.87695 -6.22643 0.108 -0.019 -0.419 0.069
H -0.60772 -4.33787 -6.04326 -0.031 -0.088 0.397 0.087
H 1.15774 -4.45192 -6.09834 0.060 0.072 -0.017 0.082
H 0.50143 -4.51936 -3.73390 -0.186 0.195 0.430 0.138
H 2.52647 -2.88897 -4.01501 0.206 -0.261 -0.384 0.068
H 1.61396 -2.37462 -2.71100 -0.841 -0.146 -0.004 0.052
H 1.44334 -1.58332 -4.29741 -0.432 0.002 0.020 0.062
H -0.90264 -2.12215 -4.42034 0.192 0.407 -0.394 0.038
C 0.60813 -0.77145 -0.65616 -0.311 -0.348 0.237 -0.015
C -0.67986 -0.15957 -0.10575 0.738 0.933 -0.798 -0.437
C -0.70972 -0.22953 1.37711 -0.427 -0.209 1.215 -0.049
O -0.62556 1.23172 -0.48743 0.424 0.145 -0.251 -0.083
H 1.44324 -0.42933 -0.04489 0.047 0.221 -0.125 0.065
H 0.79344 -0.53363 -1.70363 -0.172 0.107 0.072 0.062
H 0.60487 -1.85589 -0.54626 -0.157 -0.101 -0.069 0.066
H -1.59476 -0.54690 -0.55411 0.070 -0.496 -0.046 0.116
H -1.62009 0.16928 1.82465 -0.298 -0.007 -0.286 0.075
H 0.07700 0.38051 1.82097 0.377 -0.213 -0.177 0.069
H -0.62717 -1.26092 1.71993 0.178 -0.083 0.114 0.070
H -1.51707 1.58278 -0.42776 -0.490 0.125 0.097 0.045
C -3.76183 -1.49785 3.10420 -0.094 -1.308 1.067 -0.042
C -4.23875 -2.34997 4.38198 0.689 0.277 -2.241 -0.447
C -4.43322 -3.86140 4.02410 0.016 1.518 0.317 -0.037
O -3.25438 -2.16950 5.36397 0.481 0.356 0.542 -0.057
H -3.68750 -0.42965 3.30797 -0.322 -0.035 0.148 0.071
H -4.40932 -1.70126 2.25128 -0.141 0.163 0.015 0.061
H -2.75491 -1.81662 2.83477 0.030 -0.167 0.020 0.042
H -5.16909 -1.86572 4.67874 -0.221 -0.350 0.425 0.120
H -5.44136 -3.96219 3.62211 0.155 -0.389 -0.149 0.078
H -4.32344 -4.46641 4.92411 -0.260 -0.054 0.079 0.072
H -3.66636 -4.18842 3.32190 -0.128 0.024 -0.152 0.058
H -3.02338 -2.99388 5.79831 -0.205 -0.072 -0.075 0.080
```
Positions in Å, forces in eV/Å.